Below is a cluster of 5 separate species, C18H45O6P in total, with properties calculated with ωB97M-V/def2-TZVPD.

Its SMILES is CC(=O)OCCCCCCCCP.CCO.CCO.CCO.CCO. As for the max |F|: 0.7 eV Å⁻¹. The calculation puts the energy at -1505.5546 a.u.

```
! wB97M-V def2-TZVPD RIJCOSX def2/J DEFGRID3
* xyz 0 1
C 1.556 -0.575 -0.837
C 2.268 0.444 -1.686
O 2.904 1.354 -1.250
O 2.214 0.200 -3.033
C 0.950 0.408 -3.686
C 0.340 1.773 -3.406
C -0.552 1.822 -2.162
C -2.014 1.516 -2.462
C -2.891 1.575 -1.214
C -4.259 0.918 -1.377
C -4.229 -0.551 -1.821
C -3.189 -1.375 -1.054
P -3.641 -3.162 -1.004
H 0.785 -1.122 -1.376
H 1.140 -0.074 0.037
H 2.299 -1.293 -0.484
H 1.171 0.290 -4.744
H 0.260 -0.395 -3.395
H -0.255 2.037 -4.286
H 1.143 2.511 -3.341
H -0.203 1.092 -1.423
H -0.477 2.801 -1.681
H -2.085 0.528 -2.933
H -2.384 2.230 -3.207
H -3.031 2.628 -0.950
H -2.363 1.125 -0.367
H -4.782 0.923 -0.416
H -4.871 1.509 -2.066
H -5.221 -0.971 -1.621
H -4.067 -0.652 -2.899
H -3.194 -1.054 -0.008
H -2.184 -1.212 -1.446
H -4.097 -3.327 -2.333
H -2.385 -3.757 -1.260
C -5.847 1.716 3.193
C -6.275 0.763 2.094
O -5.396 -0.351 1.965
H -4.838 2.084 3.003
H -6.524 2.569 3.255
H -5.847 1.214 4.163
H -6.264 1.266 1.128
H -7.297 0.410 2.270
H -5.399 -0.826 2.803
C 2.353 1.058 3.752
C 1.268 0.408 2.919
O 0.502 1.357 2.182
H 1.922 1.764 4.463
H 2.921 0.305 4.300
H 3.052 1.591 3.105
H 0.556 -0.127 3.548
H 1.718 -0.319 2.233
H 1.109 1.841 1.610
C 6.814 2.295 3.223
C 6.122 0.956 3.386
O 5.284 0.637 2.283
H 6.078 3.088 3.087
H 7.420 2.528 4.100
H 7.472 2.289 2.352
H 5.461 0.972 4.254
H 6.859 0.161 3.549
H 5.826 0.603 1.487
C 3.478 -4.196 -1.007
C 2.377 -4.705 -1.918
O 1.659 -3.653 -2.552
H 3.065 -3.543 -0.237
H 3.989 -5.026 -0.517
H 4.222 -3.630 -1.573
H 1.633 -5.257 -1.344
H 2.790 -5.389 -2.667
H 2.276 -3.146 -3.092
*
```

***

Below is a cluster of 7 separate species, C23H54N2O9PS7 in total at a distorted geometry, with properties calculated with ωB97M-V/def2-TZVPD.

As for the max |F|: 5.4 eV Å⁻¹. The calculation puts the energy at -4823.4468 a.u.

```
! wB97M-V def2-TZVPD RIJCOSX def2/J DEFGRID3
* xyz 1 1
C 2.918 1.534 5.825
C 2.563 1.163 4.284
O 3.124 1.760 3.330
O 1.566 0.171 4.003
C 2.152 -1.118 3.692
C 1.984 -2.090 4.985
C 3.292 -2.601 5.654
P 5.058 -2.234 5.092
S 5.871 -3.717 4.075
C 3.115 -3.548 6.906
C 1.674 -3.863 7.388
N 0.492 -3.344 6.705
C 0.554 -2.490 5.526
C -0.740 -1.964 4.757
C -1.931 -1.443 5.707
O -2.786 -2.606 6.024
C -2.904 -0.453 4.840
N -3.307 0.780 5.606
H 3.808 2.252 5.811
H 3.109 0.556 6.384
H 2.027 2.086 6.313
H 1.512 -1.622 2.868
H 3.234 -1.019 3.346
H 5.912 -2.026 6.227
H 5.173 -1.070 4.255
H 4.046 -3.981 7.419
H 1.596 -4.541 8.318
H -0.425 -3.643 7.093
H -0.541 -1.159 3.974
H -1.166 -2.874 4.175
H -1.593 -0.961 6.688
H -2.257 -3.429 5.967
H -2.393 -0.071 3.882
H -3.856 -1.005 4.481
H -2.426 1.210 5.927
H -3.873 0.454 6.416
C -0.180 -2.634 -1.572
S 0.400 -4.118 -0.724
O -0.164 -4.092 0.664
C 2.128 -3.608 -0.616
H -1.257 -2.715 -1.714
H 0.041 -1.750 -0.970
H 0.307 -2.556 -2.546
H 2.204 -2.663 -0.073
H 2.540 -3.499 -1.619
H 2.683 -4.378 -0.080
C 6.352 -6.267 -2.872
S 4.600 -6.083 -2.476
O 4.418 -4.731 -1.860
C 4.583 -7.294 -1.137
H 6.601 -5.567 -3.671
H 6.959 -6.044 -1.993
H 6.544 -7.286 -3.213
H 5.300 -7.007 -0.366
H 4.832 -8.280 -1.534
H 3.580 -7.321 -0.708
C -2.202 -0.342 -5.274
S -1.572 -0.230 -3.586
O -2.509 -0.997 -2.705
C -1.938 1.526 -3.367
H -2.109 -1.376 -5.609
H -3.253 -0.046 -5.301
H -1.613 0.304 -5.927
H -3.005 1.707 -3.512
H -1.357 2.111 -4.082
H -1.656 1.813 -2.353
C -2.168 5.522 -4.268
S -3.955 5.269 -4.242
O -4.212 3.834 -4.582
C -4.301 6.246 -5.721
H -1.728 4.962 -3.441
H -1.753 5.160 -5.210
H -1.947 6.582 -4.143
H -3.754 5.838 -6.574
H -4.011 7.284 -5.549
H -5.372 6.198 -5.923
C 0.276 8.321 -7.268
S 0.854 6.833 -6.424
O 0.291 6.855 -5.039
C 2.584 7.342 -6.313
H -0.802 8.240 -7.410
H 0.497 9.202 -6.664
H 0.763 8.400 -8.242
H 2.661 8.285 -5.768
H 2.996 7.454 -7.318
H 3.137 6.569 -5.779
C -4.456 -0.129 -0.916
S -5.174 1.525 -0.975
O -4.767 2.236 0.276
C -6.887 0.992 -0.764
H -3.374 -0.038 -0.993
H -4.712 -0.614 0.028
H -4.828 -0.719 -1.755
H -6.992 0.438 0.171
H -7.181 0.365 -1.608
H -7.523 1.878 -0.733
*
```

***

Below is a structure of composition C5H7NS at a distorted geometry, with properties calculated with ωB97M-V/def2-TZVPD.

As for the max |F|: 7.0 eV Å⁻¹. The value obtained for the energy above the lowest of the compared OMol25 structures with the same formula, charge and spin is 144.63 kcal/mol. The calculation puts the energy at -647.4265 a.u.

```
! wB97M-V def2-TZVPD RIJCOSX def2/J DEFGRID3
* xyz 0 1
C -0.002 1.517 1.361
C -0.465 0.560 -1.027
C 0.162 -0.960 0.645
C 0.027 -1.912 -0.416
C 0.254 -2.673 -1.424
H -1.314 1.921 1.845
H 0.934 1.148 2.246
H 0.369 2.579 0.775
H -0.483 -0.328 -1.647
H 0.540 1.122 -1.482
H -1.361 1.243 -1.009
H 0.701 -3.073 -2.434
N -0.056 0.360 0.453
S 0.694 -1.504 2.114
*
```